Below is a molecular structure, C24H67N6O7Sr2 at a distorted geometry, with properties calculated with wB97M-V/def2-TZVPD.

XYZ file:
```
106
Properties=species:S:1:pos:R:3
Sr -2.749 1.172 1.424
Sr -2.040 -0.762 -1.896
O -0.908 0.428 -0.101
H -0.066 0.187 0.306
C -2.816 -5.392 -0.967
C -2.266 -3.974 -1.060
C -0.776 -3.935 -0.908
O -0.341 -2.570 -0.879
C 1.100 -2.474 -0.834
N -2.696 -3.262 -2.310
H -2.658 -5.793 0.037
H -2.279 -6.081 -1.626
H -3.876 -5.450 -1.205
H -2.731 -3.382 -0.252
H -0.343 -4.428 -1.790
H -0.455 -4.433 0.007
H 1.355 -1.415 -0.782
H 1.533 -2.857 -1.759
H 1.496 -2.992 0.038
H -3.674 -3.507 -2.460
H -2.228 -3.663 -3.123
C -4.295 4.533 -1.631
C -4.074 3.612 -0.435
C -5.303 2.827 -0.069
O -5.076 2.234 1.232
C -6.278 1.643 1.776
N -2.990 2.621 -0.712
H -4.765 3.989 -2.455
H -3.348 4.943 -1.984
H -4.917 5.389 -1.371
H -3.820 4.216 0.440
H -5.576 2.092 -0.838
H -6.159 3.497 0.050
H -7.106 2.347 1.710
H -6.082 1.398 2.817
H -6.546 0.728 1.239
H -2.096 3.106 -0.814
H -3.184 2.249 -1.642
C 1.215 -2.044 4.637
C 0.653 -2.125 3.223
C -0.601 -2.988 3.183
O -0.279 -4.258 3.655
C -1.373 -5.147 3.639
N 0.414 -0.776 2.686
H 1.894 -1.198 4.738
H 1.780 -2.943 4.877
H 0.426 -1.977 5.391
H 1.416 -2.618 2.613
H -0.962 -3.076 2.136
H -1.380 -2.520 3.813
H -1.054 -6.097 4.055
H -1.734 -5.323 2.614
H -2.208 -4.775 4.247
H 0.021 -0.878 1.751
H -0.313 -0.310 3.225
C 4.871 0.526 -0.085
C 4.036 -0.236 0.921
C 4.893 -0.941 1.968
O 5.352 -2.142 1.392
C 6.218 -2.854 2.248
N 3.075 0.673 1.592
H 5.472 1.278 0.431
H 4.258 1.080 -0.802
H 5.535 -0.159 -0.611
H 3.498 -1.057 0.415
H 4.282 -1.149 2.861
H 5.735 -0.302 2.261
H 7.098 -2.263 2.518
H 6.528 -3.763 1.739
H 5.717 -3.154 3.181
H 2.453 0.973 0.841
H 2.482 0.108 2.195
C 0.455 0.961 -3.228
C 0.413 -0.093 -4.322
C 1.747 -0.761 -4.493
O 1.675 -1.506 -5.679
C 2.906 -2.115 -6.030
N -0.629 -1.145 -3.962
H 1.136 1.765 -3.506
H 0.744 0.513 -2.274
H -0.503 1.492 -3.081
H 0.086 0.357 -5.258
H 1.958 -1.432 -3.645
H 2.534 0.002 -4.540
H 3.254 -2.800 -5.247
H 3.681 -1.366 -6.216
H 2.750 -2.689 -6.939
H -1.427 -0.945 -4.575
H -0.284 -2.022 -4.356
C -0.244 4.644 -0.639
C 0.451 4.141 0.605
C 0.649 5.240 1.624
O 1.302 6.295 0.994
C 1.531 7.402 1.857
N -0.334 3.019 1.194
H 0.274 5.517 -1.025
H -1.259 4.974 -0.376
H -0.273 3.879 -1.421
H 1.440 3.769 0.312
H 1.250 4.870 2.469
H -0.335 5.558 2.019
H 1.867 7.066 2.843
H 0.604 7.970 2.010
H 2.270 8.039 1.388
H 0.024 2.804 2.127
H -0.095 2.191 0.656
```

Calculated values
Electronic energy ... -1870.45683 Ha
Frontier orbital gap ... 5.2 eV
LUMO level ... -9.61 eV
Net charge ... +3
Max |F| ... 1.59 eV/A
HOMO ... -14.841 eV
M ... 727.1 g/mol



Below is a molecular structure, C24H69B3ClO27P7 at a distorted geometry, with properties calculated with wB97M-V/def2-TZVPD.

XYZ file:
```
131
Properties=species:S:1:pos:R:3
C 3.742 3.301 -1.157
C 2.941 1.994 -0.965
C 2.017 1.716 -2.170
C 2.015 2.104 0.304
B 2.453 1.151 1.463
O 1.519 0.211 1.963
B 1.359 0.573 3.271
Cl -0.174 1.176 3.914
O 2.463 0.471 4.083
B 3.616 0.975 3.472
P 5.071 1.311 4.657
C 4.760 2.839 5.653
C 6.670 1.365 3.735
O 3.684 1.178 2.098
H 3.726 3.555 -2.218
H 3.271 4.135 -0.637
H 4.768 3.194 -0.810
H 3.601 1.143 -0.782
H 1.687 0.679 -2.125
H 1.161 2.385 -2.083
H 2.553 1.917 -3.097
H 0.988 1.856 0.032
H 1.991 3.119 0.717
H 5.646 3.027 6.256
H 3.966 2.581 6.375
H 4.445 3.707 5.078
H 7.180 2.326 3.813
H 7.325 0.637 4.216
H 6.586 1.044 2.697
C 4.573 0.569 11.015
O 3.374 0.358 10.275
P 2.447 1.721 9.964
O 3.614 2.617 9.701
O 1.945 1.767 11.531
C 1.383 0.596 12.142
O 1.364 2.930 9.542
C -0.050 2.645 9.541
H 4.880 -0.406 11.396
H 5.353 0.957 10.365
H 4.410 1.248 11.852
H 2.110 0.165 12.829
H 1.101 -0.159 11.410
H 0.498 0.892 12.704
H -0.425 2.595 10.565
H -0.268 1.712 9.022
H -0.554 3.456 9.022
C 1.172 -3.214 -4.379
O -0.007 -3.366 -5.167
P -0.859 -1.961 -5.492
O 0.354 -1.110 -5.698
O -1.426 -1.854 -3.954
C -2.067 -2.983 -3.345
O -1.872 -0.735 -6.011
C -3.295 -0.967 -6.094
H 1.433 -4.201 -3.993
H 1.990 -2.851 -4.995
H 1.005 -2.542 -3.538
H -1.391 -3.432 -2.616
H -2.351 -3.741 -4.074
H -2.961 -2.636 -2.829
H -3.732 -0.970 -5.091
H -3.514 -1.901 -6.602
H -3.733 -0.152 -6.665
C -1.501 3.250 1.626
O -2.674 2.958 0.867
P -3.638 4.246 0.530
O -2.693 5.335 0.222
O -4.247 4.326 2.045
C -4.596 3.120 2.755
O -5.019 4.858 -0.140
C -6.216 4.058 -0.106
H -1.144 2.305 2.037
H -0.732 3.672 0.982
H -1.719 3.935 2.447
H -3.845 2.924 3.520
H -4.659 2.260 2.090
H -5.557 3.263 3.241
H -6.637 4.053 0.901
H -6.021 3.035 -0.428
H -6.936 4.505 -0.787
C -4.950 0.095 6.621
O -6.373 0.221 6.639
P -6.955 1.750 6.465
O -6.063 2.353 5.456
O -6.551 2.150 8.007
C -6.785 1.232 9.084
O -8.181 2.854 6.460
C -9.331 2.625 7.298
H -4.717 -0.878 7.051
H -4.581 0.129 5.599
H -4.476 0.875 7.218
H -5.837 0.794 9.399
H -7.466 0.430 8.804
H -7.213 1.784 9.920
H -9.082 2.824 8.342
H -9.702 1.606 7.196
H -10.113 3.313 6.987
C 4.356 -2.160 -7.482
O 4.606 -3.552 -7.270
P 5.893 -3.929 -6.273
O 5.635 -2.852 -5.273
O 6.986 -3.491 -7.422
C 6.880 -4.016 -8.753
O 7.119 -4.602 -5.346
C 7.790 -5.786 -5.817
H 3.723 -2.089 -8.367
H 3.824 -1.739 -6.633
H 5.283 -1.613 -7.656
H 6.503 -3.240 -9.418
H 6.217 -4.878 -8.807
H 7.874 -4.314 -9.087
H 8.472 -5.535 -6.631
H 7.079 -6.541 -6.152
H 8.367 -6.196 -4.991
C -1.441 -4.861 -8.238
O -0.973 -3.825 -9.130
P -2.177 -2.853 -9.785
O -2.984 -2.808 -8.525
O -2.663 -4.064 -10.788
C -1.710 -4.724 -11.636
O -3.236 -1.817 -10.568
C -2.968 -1.427 -11.930
H -0.636 -5.587 -8.132
H -1.661 -4.444 -7.259
H -2.321 -5.364 -8.638
H -1.495 -5.714 -11.235
H -0.777 -4.168 -11.722
H -2.148 -4.832 -12.627
H -3.192 -2.252 -12.609
H -1.933 -1.114 -12.059
H -3.616 -0.588 -12.171
```

Calculated values
Electronic energy ... -5911.57208 Ha
Frontier orbital gap ... 4.9 eV
LUMO level ... -2.58 eV
Net charge ... 0
Max |F| ... 8.80 eV/A
HOMO ... -7.431 eV
M ... 1074.5 g/mol